No. 1
Entry from the Open Molecules 2025 dataset: a 2-piece molecular cluster, C5H5ClN2 overall (the ωB97M-V functional and the def2-TZVPD basis).

Geometry as XYZ:
```
13
Properties=species:S:1:pos:R:3:forces:R:3:lowdin_charge:R:1
Cl -3.9555 0.2813 0.6694 -0.16 0.95 0.01 0.274
N 1.7082 0.4958 -0.5542 2.44 0.87 -0.59 0.070
N 0.4931 0.1563 -0.1993 -1.05 -0.33 0.16 -0.165
C -1.3108 1.9368 -0.0191 1.24 -0.65 0.03 0.083
C 2.4670 -0.5785 -0.4905 -2.15 -0.83 0.86 -0.102
C -0.4116 1.1463 -0.0992 -1.22 0.17 0.03 -0.109
C 1.6371 -1.6716 -0.0569 -0.58 4.07 -0.87 -0.047
C 0.3822 -1.1759 0.1073 1.52 0.70 -0.49 -0.029
H 3.5139 -0.5757 -0.6715 0.46 0.21 -0.27 0.093
H 1.8402 -2.6144 0.1189 1.39 -4.47 0.66 0.040
H -0.4976 -1.6888 0.3389 -1.24 -0.20 0.42 0.109
H -1.9755 2.6957 0.2422 -0.54 0.66 0.00 0.007
H -3.8907 1.5926 0.6140 -0.12 -1.14 0.05 -0.224
```
Forces are in eV/Å.

Energy, eV: -20765.2476
E_HOMO, eV: -9.28
SMILES string: C#Cn1cccn1.Cl
2S+1: 1

No. 2
Entry from the Open Molecules 2025 dataset: C18H19BN4OPtS2Te as an isolated structure (the ωB97M-V functional and the def2-TZVPD basis).

Geometry as XYZ:
```
47
Properties=species:S:1:pos:R:3:forces:R:3:lowdin_charge:R:1
Pt 0.6567 -0.8943 -1.0223 0.17 0.11 0.08 0.500
Te 1.9327 1.4536 -1.0978 -0.05 0.09 -0.12 0.802
S 2.9114 -1.3857 -0.5618 -0.09 -0.08 0.15 0.384
S 0.3220 -0.7091 1.4145 0.04 -0.02 0.15 0.491
O -2.1245 -2.7089 -2.1688 -0.04 0.04 -0.13 0.018
N -1.5157 1.7257 -2.0886 -0.23 0.05 -0.10 0.097
N 0.3982 -2.9508 -1.1429 0.12 0.33 0.05 -0.074
N -1.4026 -0.5632 -1.6768 0.12 -0.50 0.12 -0.059
N -3.1946 -1.6114 -0.4997 0.01 0.07 0.00 -0.083
C -0.5285 5.7456 -0.5943 0.06 -0.16 0.01 -0.132
C 0.5384 -4.0904 -1.1092 -0.07 -0.49 0.08 -0.199
C -1.9688 0.6497 -1.3369 -0.01 0.01 -0.02 -0.456
C 0.0845 3.5734 0.2710 0.02 0.01 -0.04 -0.158
C 0.8318 4.2398 -1.9086 -0.14 0.13 0.14 -0.181
C 4.5633 -1.0372 3.1113 -0.16 0.00 -0.08 -0.140
C -2.9719 0.7635 -0.3885 0.18 0.14 -0.12 -0.083
C 0.1822 5.4676 -1.7556 0.07 -0.22 0.04 -0.122
C 0.7907 3.2699 -0.9020 -0.10 0.02 0.05 -0.649
C 1.9782 -0.8258 2.0067 -0.17 0.05 0.18 -0.713
C -2.2255 -1.6972 -1.5041 0.00 0.45 0.17 -0.547
C 4.3481 -1.2232 1.7535 -0.13 0.02 -0.11 -0.148
C 3.0688 -1.1217 1.1818 0.26 0.00 -0.08 -0.692
C 3.4787 -0.7355 3.9345 0.01 -0.03 -0.17 -0.140
C -3.5333 -0.3961 0.0963 -0.10 -0.20 0.09 -0.121
C -4.0186 -2.7646 -0.2069 0.09 0.16 0.04 -0.057
C 2.2140 -0.6318 3.3786 -0.05 0.00 -0.08 -0.155
C -0.5736 4.7909 0.4202 0.09 -0.08 -0.14 -0.114
B 0.7112 -5.6769 -1.0429 -0.02 0.03 -0.07 -0.446
H -5.0581 -2.5956 -0.5115 -0.01 0.01 -0.01 0.077
H 0.2254 6.2021 -2.5521 0.00 0.00 -0.02 0.085
H -1.5596 2.6134 -1.6161 0.02 0.07 0.08 0.057
H -3.9959 -2.9643 0.8681 -0.02 0.00 -0.01 0.082
H 3.6168 -0.5799 4.9993 0.00 0.00 -0.02 0.079
H 5.5640 -1.1232 3.5207 -0.02 0.00 -0.02 0.079
H 0.0528 2.8383 1.0702 -0.01 0.02 -0.07 0.090
H -0.5969 1.5634 -2.4749 0.11 -0.06 0.00 0.012
H -0.1984 -6.1349 -0.3650 0.08 0.08 -0.06 -0.020
H -1.0431 6.6919 -0.4796 0.00 0.02 0.00 0.082
H 1.3635 -0.3961 4.0104 0.02 -0.01 -0.02 0.082
H 5.1841 -1.4546 1.0988 -0.06 0.02 0.04 0.087
H 1.7965 -5.9099 -0.5346 -0.07 0.02 -0.03 -0.019
H -4.2783 -0.4340 0.8772 0.04 -0.03 0.01 0.085
H 0.6629 -6.1119 -2.1860 0.00 0.05 0.10 -0.020
H -3.3177 1.7358 -0.0536 0.00 -0.06 -0.05 0.092
H 1.3731 4.0277 -2.8261 -0.05 0.01 0.06 0.078
H -3.6249 -3.6207 -0.7401 0.08 -0.05 -0.05 0.079
H -1.1193 4.9968 1.3344 -0.01 -0.01 0.00 0.090
```
Forces are in eV/Å.

Net charge: -2
Energy, eV: -59870.5453
E_HOMO (alpha / beta), eV: 0.35 / -1.46
2S+1: 3

No. 3
Entry from the Open Molecules 2025 dataset: a 2-piece molecular cluster, C9H18Si overall (the ωB97M-V functional and the def2-TZVPD basis).

Geometry as XYZ:
```
28
Properties=species:S:1:pos:R:3:forces:R:3:lowdin_charge:R:1
Si 0.5424 -0.1468 -1.0160 0.89 -0.62 0.40 0.757
C -0.7416 -0.3791 -2.3484 0.50 -0.10 0.57 -0.217
C -1.4798 0.5806 -2.9006 0.01 -0.05 0.04 -0.248
C -0.2726 1.5429 4.1694 -0.01 -0.04 -0.08 -0.118
C 1.4544 -1.4820 -0.3200 -1.13 1.22 -0.76 -0.349
C 1.1344 -2.9429 -0.4624 0.13 0.15 -0.03 -0.218
C 0.7047 -0.4976 3.1294 0.06 -0.12 0.02 -0.012
C 0.6967 0.8100 3.3024 -0.09 0.17 0.10 -0.252
C -2.4630 0.3579 -4.0012 -0.01 -0.03 -0.04 -0.108
C 0.9648 1.6616 -0.6573 -0.10 -0.51 -0.10 -0.217
H 1.7595 1.7110 0.0799 0.12 -0.05 0.14 0.013
H 0.1107 2.2069 -0.2625 -0.13 0.01 0.03 0.021
H -1.4055 1.6024 -2.5490 0.10 0.14 0.13 0.089
H 0.8025 -3.3644 0.4896 -0.03 -0.07 0.01 0.062
H -0.8564 -1.3889 -2.7244 -0.07 -0.15 -0.12 0.054
H 0.3497 -3.1097 -1.1941 -0.12 -0.14 -0.09 0.045
H -2.2774 -0.5910 -4.5023 -0.05 -0.01 -0.02 0.074
H -3.4787 0.3426 -3.6003 -0.05 0.05 -0.04 0.078
H -0.8734 2.2252 3.5674 -0.07 0.09 0.03 0.069
H 0.2562 2.1385 4.9113 -0.02 0.08 0.11 0.070
H -0.9387 0.8500 4.6788 -0.06 0.00 0.06 0.070
H 1.4226 1.4310 2.7946 0.17 0.00 -0.14 0.085
H 2.0174 -3.5034 -0.7736 0.01 -0.11 -0.05 0.062
H -2.4093 1.1643 -4.7322 -0.05 -0.01 -0.07 0.072
H -0.0109 -1.1331 3.6256 -0.19 -0.10 0.14 0.057
H 2.2701 -1.2726 0.3587 0.06 0.26 0.08 0.014
H 1.3081 2.1752 -1.5520 0.00 0.02 -0.15 0.022
H 1.4132 -0.9885 2.4892 0.17 -0.06 -0.17 0.026
```
Forces are in eV/Å.

Energy, eV: -17500.1000
E_HOMO, eV: -7.30
SMILES string: C/C=[Si](C)\C=C\C.C=CC
2S+1: 1

No. 4
Entry from the Open Molecules 2025 dataset: C14H15Cl3GeIrN5S as an isolated structure (the ωB97M-V functional and the def2-TZVPD basis).

Geometry as XYZ:
```
40
Properties=species:S:1:pos:R:3:forces:R:3:lowdin_charge:R:1
Ir -0.6764 -0.3254 -0.2045 -0.35 0.14 -0.30 0.889
Ge 2.7507 0.3961 -0.4416 -0.03 0.06 0.00 -0.187
Cl 2.2722 1.9248 -1.7396 0.03 -0.10 0.05 0.353
Cl 3.6545 -1.3140 -1.1450 -0.01 0.04 -0.01 0.389
Cl 2.9645 0.7748 1.5755 0.04 -0.04 -0.10 0.329
S -0.3514 1.1015 1.4061 0.13 -0.06 0.15 0.632
N -2.6427 0.2128 -0.3260 -0.07 -0.08 0.09 -0.080
N 0.2080 -3.3940 0.6150 0.15 -0.02 0.02 0.189
N 0.3105 -1.8536 -1.1301 0.25 0.09 0.26 -0.174
N -1.8248 2.8814 2.8021 0.10 0.03 0.00 -0.082
N -3.0790 1.6673 1.5129 0.06 -0.02 0.00 0.036
C -4.8806 0.4673 0.4595 0.01 0.05 -0.02 0.052
C 0.7661 -2.5797 -3.3785 0.03 0.01 -0.02 -0.028
C -3.1189 3.3176 2.9706 -0.05 0.00 0.00 0.044
C 0.5949 -4.1994 -1.6011 0.01 0.01 -0.02 0.029
C -1.8077 1.8909 1.9117 -0.04 -0.13 -0.06 -0.571
C -3.9066 2.5759 2.1683 -0.01 0.00 0.03 0.044
C 0.5562 -1.5988 -2.4754 -0.10 -0.01 -0.02 -0.216
C 0.3730 -3.1458 -0.6842 -0.01 -0.01 0.07 -0.365
C -3.1462 -0.4757 -1.3817 0.05 0.03 0.03 -0.099
C -5.3677 -0.2828 -0.5923 -0.02 0.00 0.02 0.038
C -0.6473 3.4470 3.4803 -0.05 -0.03 0.01 0.033
C -4.4817 -0.7264 -1.5642 0.02 0.00 -0.06 0.013
C 0.7809 -3.9218 -2.9214 0.00 -0.01 0.03 0.020
C -3.5243 0.7444 0.5394 0.00 0.05 -0.10 -0.199
H -0.9983 4.1741 4.2056 0.01 0.01 0.00 0.115
H 0.6287 -5.2141 -1.2278 -0.01 -0.01 -0.01 0.140
H -5.5524 0.8340 1.2198 -0.02 -0.01 -0.01 0.131
H 0.2909 -4.3387 0.9579 -0.02 0.00 0.00 0.141
H -0.1116 2.6554 3.9988 0.02 0.01 0.00 0.105
H -2.4137 -0.8370 -2.0968 -0.01 -0.05 0.00 0.113
H -3.3674 4.1236 3.6403 -0.01 0.00 0.00 0.160
H 0.9576 -4.7284 -3.6213 0.00 0.00 0.00 0.142
H -6.4243 -0.5069 -0.6570 0.00 0.01 0.00 0.147
H 0.5458 -0.5525 -2.7581 0.00 0.00 -0.02 0.091
H 0.9360 -2.3377 -4.4175 -0.01 0.00 0.00 0.134
H -4.8107 -1.2753 -2.4348 -0.01 0.00 0.00 0.141
H 0.1996 -2.6552 1.2995 -0.09 0.02 -0.03 0.096
H -4.9628 2.6433 1.9888 -0.01 0.02 0.02 0.144
H -0.0085 3.9389 2.7502 0.01 0.00 0.01 0.111
```
Forces are in eV/Å.

Net charge: +3
Energy, eV: -129944.1064
E_HOMO (alpha / beta), eV: -17.72 / -17.73
2S+1: 2